This record from OMol25 describes a structure of composition C32H85HgN3O13 at a distorted geometry. The level of theory is ωB97M-V/def2-TZVPD.

Geometry as XYZ:
```
134
Properties=species:S:1:pos:R:3:forces:R:3
Hg 20.554381 -9.621083 19.108152 -0.31 0.34 -0.27
C 20.589325 -7.366559 13.425823 -0.03 0.12 -0.46
C 20.068353 -7.930905 14.741690 0.03 -0.55 0.60
O 20.959648 -8.669211 15.448586 0.22 0.09 0.14
H 21.348274 -6.591432 13.532020 0.30 -0.33 0.29
H 19.781183 -6.859169 12.898975 -0.29 -0.17 -0.05
H 20.946771 -8.187943 12.804813 0.16 0.13 -0.08
H 19.140254 -8.490091 14.623203 -0.40 -0.24 -0.54
H 19.731568 -7.060498 15.304767 -0.01 0.68 0.66
C 16.420869 -5.502434 18.978262 0.23 -0.69 0.06
C 16.229808 -7.020517 19.332513 1.45 0.67 -0.48
O 17.385391 -7.695252 19.728824 -1.27 0.90 0.01
H 16.768766 -4.945779 19.848442 0.45 -0.17 -0.03
H 15.554700 -4.928221 18.649412 -0.55 -0.57 -0.02
H 17.117928 -5.444254 18.142305 0.36 0.15 0.23
H 15.828363 -7.547353 18.466845 -0.16 -0.22 -0.70
H 15.376589 -7.109714 20.004952 -0.03 -0.33 0.85
C 20.972452 -10.772717 22.795984 -0.16 -0.51 -0.02
O 20.064664 -11.100165 21.763811 -1.50 -1.00 0.04
C 19.301105 -12.363653 21.992104 0.89 1.03 -0.86
C 18.264367 -12.649331 20.889571 0.91 1.53 0.25
N 18.868289 -12.519487 19.549533 -0.84 -0.34 0.50
C 17.824784 -12.386516 18.529405 0.08 -1.22 -0.24
C 17.108651 -13.755272 18.238579 -0.39 1.82 -0.46
O 16.550174 -14.374654 19.374782 -0.67 0.19 0.51
C 15.409427 -13.714130 19.954730 -0.09 -0.05 0.37
H 20.488487 -10.490743 23.731069 -0.31 0.23 0.02
H 21.594984 -9.951913 22.439878 -0.03 -0.05 0.00
H 21.588282 -11.637471 23.043100 0.36 -0.11 -0.09
H 18.785731 -12.372562 22.952526 0.16 0.26 0.21
H 20.067971 -13.138004 21.972262 -0.02 -0.32 0.19
H 17.486024 -11.886258 20.885602 0.00 0.15 0.46
H 17.763851 -13.592701 21.107758 0.31 -0.16 -0.06
H 19.301051 -13.406792 19.336192 0.60 -0.11 -0.03
H 18.344626 -12.037246 17.637279 -0.35 -0.09 -0.35
H 17.067281 -11.646269 18.786961 0.28 0.17 0.25
H 17.787634 -14.427438 17.713918 0.02 -0.29 0.44
H 16.303473 -13.511593 17.545469 -0.17 -0.11 -0.40
H 15.360374 -13.945428 21.018775 0.39 -0.26 0.01
H 14.430440 -14.012497 19.579676 0.19 -0.49 -0.65
H 15.380339 -12.624971 19.923690 0.63 0.13 -0.37
C 24.336903 -5.559296 7.917911 0.98 -0.34 1.54
O 23.749237 -6.384133 6.987912 -0.93 0.04 -1.79
C 22.652296 -7.150787 7.435945 -1.04 -0.15 -1.44
C 21.908916 -7.825800 6.173219 -0.01 -0.24 1.27
N 22.681859 -8.944201 5.696867 1.11 -0.62 0.29
C 22.438038 -9.371005 4.312698 0.77 1.60 0.25
C 23.211689 -8.371065 3.399511 -0.54 -1.67 -0.21
O 24.598848 -8.583305 3.621559 -0.92 -1.45 0.57
C 25.430958 -7.878508 2.764511 -0.20 0.73 0.06
H 25.094840 -4.916395 7.470338 -0.09 -0.25 -0.26
H 24.803447 -6.223644 8.645296 0.64 0.10 0.37
H 23.711193 -4.928413 8.549240 -0.82 0.16 -0.43
H 21.937682 -6.507122 7.948886 -0.17 0.14 0.06
H 23.010199 -7.888684 8.153934 -0.13 -0.44 -0.07
H 21.708256 -7.134493 5.354724 0.05 0.77 0.24
H 20.951763 -8.264227 6.455602 -0.29 0.50 0.50
H 23.600472 -8.524375 5.695961 0.75 -0.73 -0.11
H 21.368604 -9.451052 4.117733 -0.11 0.53 -0.14
H 22.811308 -10.365984 4.070231 0.36 -0.04 0.48
H 22.952716 -7.327321 3.577375 -0.17 0.09 -0.07
H 22.950012 -8.710758 2.397398 0.13 0.58 -0.58
H 26.385040 -8.390097 2.637596 -0.03 0.04 0.27
H 25.532148 -6.910995 3.256226 0.63 0.48 -0.59
H 24.970643 -7.770661 1.782377 0.03 0.15 -0.20
C 23.918003 -10.987807 19.604783 -0.08 0.08 -1.01
O 23.465187 -9.623897 19.502717 0.98 -0.77 -0.10
C 24.529572 -8.687427 19.746907 -1.07 1.00 0.88
C 24.005382 -7.259869 19.513494 -0.55 -1.34 -1.10
N 22.722736 -7.077714 20.211739 0.70 2.05 -0.32
C 22.092806 -5.778747 19.820063 -0.53 -0.30 0.15
C 22.933285 -4.468012 20.066216 -1.30 -1.18 -0.59
O 23.757798 -4.517511 21.201061 -0.48 -0.15 0.78
C 22.968171 -4.494469 22.440770 0.97 -0.82 -1.41
H 24.631667 -11.185847 20.404503 -0.07 0.34 0.23
H 24.370950 -11.290815 18.660789 0.45 0.17 -0.11
H 23.089525 -11.692331 19.678082 -0.41 0.45 0.44
H 25.451863 -8.766012 19.171322 -0.12 -0.76 -0.32
H 24.752194 -8.786771 20.809291 0.44 -0.05 0.21
H 23.816996 -7.180279 18.442855 -0.21 0.00 -0.20
H 24.791825 -6.528131 19.698332 0.02 0.08 0.54
H 23.029939 -6.809050 21.135608 -0.09 -0.62 0.79
H 21.123149 -5.765946 20.317774 0.09 0.21 0.49
H 21.766397 -5.797096 18.780250 0.44 -0.11 -0.30
H 22.213879 -3.652588 20.141256 -0.11 0.26 0.05
H 23.461615 -4.321227 19.124190 0.84 0.25 0.51
H 22.228687 -5.295246 22.437790 -0.45 0.17 -0.27
H 22.498203 -3.515265 22.532373 0.11 -0.07 0.44
H 23.655504 -4.824858 23.219553 0.08 0.83 0.14
C 26.882091 -10.206647 12.676108 -0.12 -0.14 0.10
C 25.434337 -9.831240 12.991644 0.52 -0.49 -0.02
O 25.278912 -9.113582 14.211768 0.17 -0.13 -0.42
H 27.375180 -10.803457 13.443434 -0.28 0.04 0.27
H 27.548283 -9.369936 12.465862 -0.26 0.18 -0.06
H 26.828647 -10.847884 11.796295 0.18 0.09 -0.20
H 24.863918 -10.758547 13.044887 -0.07 -0.20 0.08
H 25.032835 -9.302204 12.127344 -0.10 0.44 0.03
H 24.385801 -9.309007 14.504640 -0.11 0.26 0.25
C 14.716038 -10.604039 13.110248 -0.46 1.37 -1.11
C 13.236337 -10.468331 12.633312 0.57 0.21 0.35
O 12.689439 -9.161940 12.841878 0.53 0.30 0.59
H 15.104288 -11.613496 12.974741 -0.34 -0.09 0.57
H 14.853599 -10.138830 14.086339 -0.27 -0.73 0.39
H 15.397941 -9.994908 12.516894 -0.19 0.16 -0.49
H 12.667142 -11.169954 13.243109 -0.23 -0.32 -0.32
H 13.090726 -10.598089 11.560909 0.45 -0.98 0.00
H 11.813855 -9.175227 12.448452 -0.04 0.12 0.05
C 16.129967 -3.783552 14.333224 1.17 -0.16 0.47
C 15.742257 -5.126700 13.790504 0.26 0.95 -0.93
O 14.437923 -4.962114 13.285579 -1.05 -0.79 0.39
H 15.493379 -3.509267 15.174424 -0.06 0.15 -0.17
H 16.176758 -3.007072 13.569685 -0.41 -0.06 0.01
H 17.150037 -3.889272 14.702521 0.18 0.21 0.25
H 15.871404 -5.902637 14.545044 -0.34 -0.12 0.04
H 16.336354 -5.370056 12.909639 0.65 -0.22 0.21
H 14.003657 -5.809340 13.408973 -0.41 -0.01 -0.27
C 21.570078 -13.313091 12.226561 -0.66 -0.51 -1.26
C 20.773424 -13.675465 13.440583 1.04 0.13 1.06
O 21.424499 -13.079957 14.565604 -0.61 -0.38 0.70
H 21.117353 -13.921508 11.443628 -0.04 0.47 -0.71
H 22.638984 -13.506975 12.137306 -0.03 -0.32 0.91
H 21.447204 -12.244508 12.050147 -0.18 -0.01 -0.35
H 20.674108 -14.734243 13.679818 0.68 -0.19 -0.18
H 19.723521 -13.412308 13.311927 -0.08 0.74 0.05
H 21.365371 -12.122207 14.536911 -0.15 0.14 -0.16
C 23.877825 -2.764243 13.952208 -1.62 -1.19 0.52
C 22.359710 -2.466330 13.801079 1.18 0.66 0.00
O 22.262539 -1.157640 13.323832 -0.25 1.62 -0.58
H 24.318160 -2.172807 14.754960 -0.02 0.17 -0.26
H 24.460870 -2.732113 13.031817 -0.27 0.28 0.02
H 23.842227 -3.798604 14.294179 0.65 -0.27 0.07
H 21.848807 -2.467793 14.763922 0.15 -0.73 0.20
H 21.843176 -3.104002 13.083682 0.19 -0.56 0.17
H 21.507383 -0.718769 13.722269 -0.01 0.01 -0.14
```
Positions in Å, forces in eV/Å.

Results
Frontier orbital gap: 0.1087 hartree
E_HOMO: -7.130 eV
LUMO: -4.17 eV
Maximum force: 0.0425 Eh/bohr